1.
This record from the OMol25 dataset describes the ion C9H21NOP with charge +1 at a distorted geometry. The level of theory is ωB97M-V/def2-TZVPD.

Computed properties:
Structure (SMILES): CC(C)=[N+](POC(C)C)C(C)C
Energy above the lowest of the compared OMol25 structures with the same formula, charge and spin, eV: 0.370
Highest occupied orbital energy, eV: -13.4319
Molar mass, g/mol: 190.2

Geometry as ORCA input:
```
! RIJCOSX wB97M-V def2-TZVPD def2/J DEFGRID3
* xyz 1 1
P 0.50876 0.46661 -1.33339
C 2.54943 -0.36104 0.33366
C -1.57748 1.69168 1.02552
C -2.18224 1.16614 -0.22044
C -2.13600 2.27818 -1.28632
H -1.56091 2.06355 -2.10976
H 0.39236 -2.17229 -0.42475
H 4.32835 -1.48792 -0.69353
C -1.51622 -1.25746 0.00781
H -2.08310 -1.65744 1.95558
H -1.57791 0.89145 1.81052
H -0.54385 2.05690 0.92811
H 4.27058 -0.06275 1.46171
H -1.12217 -2.64413 -1.42195
H -3.19440 2.36497 -1.59161
C 3.58818 0.61571 0.89252
N -1.31075 -0.06407 -0.47081
H -2.85392 -2.52636 0.81319
H -0.85668 -3.37648 0.10039
H 2.16696 -1.06690 1.14815
C -2.53477 -1.54527 0.99654
H -1.86496 3.22079 -0.79056
H 4.09251 1.08018 0.15427
H -2.20076 2.51129 1.49834
H -3.28563 -0.72491 1.01766
C 3.34475 -1.10288 -0.80397
C -0.72453 -2.45222 -0.42515
H -3.14745 0.76676 -0.13221
H 3.41319 -0.33210 -1.61715
H 0.24319 1.78210 -0.97333
O 1.43060 0.38175 -0.09569
H 2.74115 -1.90797 -1.26960
H 3.20371 1.40411 1.51624
*
```



2.
This record from the OMol25 dataset describes the molecule C5H9NO3 at a distorted geometry. The level of theory is ωB97M-V/def2-TZVPD.

Computed properties:
Structure (SMILES): C/C=C(/O)[C@@H](O)C(N)=O
Energy above the lowest of the compared OMol25 structures with the same formula, charge and spin, eV: 3.903
Highest occupied orbital energy, eV: -7.5609
Molar mass, g/mol: 131.1

Geometry as ORCA input:
```
! RIJCOSX wB97M-V def2-TZVPD def2/J DEFGRID3
* xyz 0 1
H 0.03776 -0.64685 -2.34506
H 0.72195 0.94637 -2.65034
H -2.03238 -0.64993 -0.15569
N -1.43149 -1.44274 0.02332
O -1.52713 1.16908 0.60943
C -0.27834 -1.18030 0.70709
C 0.87454 0.62036 0.59544
H -0.37538 0.73864 2.34239
H 2.65160 0.17035 1.15872
H 2.13884 -0.09682 -0.90315
H -1.40653 2.11861 0.49027
C 0.23247 0.32964 -1.89289
H -0.72613 0.77827 -1.64709
O 0.41550 -1.96670 1.29099
C 1.11003 0.17676 -0.69035
C -0.41053 0.63038 1.26121
O 1.87361 0.61805 1.51527
H -1.86840 -2.31316 0.29044
*
```



3.
This record from the OMol25 dataset describes a structure of composition C20H31BCaF6Mg2NO11S2 at a distorted geometry. The level of theory is ωB97M-V/def2-TZVPD.

Computed properties:
Highest occupied orbital energy, eV: -8.6731
Molar mass, g/mol: 739.1

Geometry as ORCA input:
```
! RIJCOSX wB97M-V def2-TZVPD def2/J DEFGRID3
* xyz 1 1
H 4.18149 1.01719 -1.05130
C -7.51759 5.04811 1.31565
F 3.72048 -5.72703 5.88071
Ca -0.07468 -1.00866 -2.84331
H -5.75365 3.42116 3.35606
H -5.39017 2.81336 -1.97743
H -1.53649 3.29565 -3.61606
O -8.39873 5.81826 1.09771
H -0.25577 0.24742 2.08515
H -0.20303 0.82980 -2.05891
C -6.87715 4.09740 0.32206
Mg -1.54031 -1.81105 2.73401
H -0.14981 2.86284 -2.91367
O 5.71217 1.64081 4.87906
S 1.49907 0.49164 3.64382
H -5.25165 2.68727 0.77144
F 2.96531 -3.64585 6.56913
C 0.21478 -5.46297 -8.09989
B 3.18491 -4.41890 5.45157
C -5.81544 3.99738 2.43526
H 3.95365 -1.54815 5.00605
O 6.02070 3.78253 4.49841
H 2.94887 3.13897 -0.56947
O -1.69754 -0.67740 -0.15376
H 1.23655 0.92041 -1.00465
C 1.03375 -4.22909 -6.20743
S -2.21910 -0.47983 -1.47307
O -6.90559 4.93030 2.52553
O 2.24232 -0.76008 4.22135
H 2.01284 2.31357 0.67988
H -0.10629 -1.16925 3.17547
F 4.11826 -3.82476 4.61326
O 1.60506 1.76487 -1.27257
H -7.63241 3.59388 -0.27603
C -4.36198 2.59453 -2.10953
H 0.00592 -6.40660 -8.57736
C -1.33944 0.92529 -2.29718
H -4.88693 4.55925 2.30866
C 3.65439 1.15698 -0.10552
F 2.09570 -6.19108 -9.18173
H 1.04634 -0.95330 1.82197
H -1.88782 -1.69992 -2.17449
H 4.13890 0.10681 4.46653
C 0.76101 -5.43881 -6.81588
H -6.80494 2.31975 1.52355
Mg 4.57121 -7.53367 5.91772
H -1.40815 0.90928 -3.45212
C 2.54695 2.17701 -0.26069
H 4.10699 -0.11844 6.97756
C 3.46688 -0.57725 4.97749
C -6.13593 3.13083 1.22903
C -0.06170 -4.26556 -8.76452
F 1.01713 -1.86262 -6.26619
O 2.39390 1.26103 2.83799
C 0.20029 -3.05530 -8.15024
C 3.18893 -0.11394 6.39159
H 0.97399 -6.36448 -6.30151
H 2.78365 0.89921 6.40440
O -3.61670 -0.40165 -1.52862
H 1.46977 -4.18792 -5.21422
H -0.01290 -2.11628 -8.64490
C 0.74730 -3.05762 -6.88315
O 0.69403 1.09200 4.65081
C 5.81576 2.63793 4.12668
H 2.45610 -0.76298 6.87010
H -6.19431 4.66142 -0.31630
C -3.17185 2.56271 -2.03523
C -1.76706 2.33407 -1.81347
N -1.06080 3.26954 -2.70979
O 5.67738 2.27882 2.93529
H 3.24563 0.18214 0.18545
F 1.99863 -4.64103 4.77309
H -0.47837 -4.28474 -9.76085
H 4.37010 1.47150 0.65254
C 0.43720 -0.44672 2.56904
*
```



4.
This record from the OMol25 dataset describes a structure of composition C16H18Cl2CrN2O2S3Si. The level of theory is ωB97M-V/def2-TZVPD.

Computed properties:
Energy above the lowest of the compared OMol25 structures with the same formula, charge and spin, eV: 0.000
Highest occupied orbital energy (alpha / beta), eV: -8.0549 / -8.3331
Molar mass, g/mol: 517.5

Geometry as ORCA input:
```
! RIJCOSX wB97M-V def2-TZVPD def2/J DEFGRID3
* xyz 0 5
C -2.18726 -1.69843 -2.80247
H -2.51582 -5.41456 -1.85961
Cl -0.31369 5.49153 -2.33467
Si 2.98939 0.09433 1.82292
H 3.40726 -0.13135 4.27993
S 0.47505 0.33437 -0.58139
S -1.22732 0.57546 -4.05282
H 4.94789 0.39501 0.35437
C 3.96656 0.86957 0.43195
C 2.69933 -1.72557 1.52794
N -3.01675 0.40028 -2.07834
C -2.99996 -2.10489 -1.75879
C -2.43264 -4.36644 -2.11435
H 4.89867 -0.19207 3.35175
H -0.82832 -2.32465 -4.33018
H -2.08774 2.74100 2.42286
H 4.12531 1.36105 3.65453
H 1.70837 1.62224 4.03658
H 2.11630 -1.89498 0.62144
H 3.45600 0.76272 -0.52434
H -1.04905 -4.73051 -3.70847
H 4.12427 1.93484 0.61522
N -0.82748 1.65488 1.20354
C 0.99819 1.62364 3.21761
O -3.31614 -0.33342 0.23469
H 2.16194 -2.17279 2.36685
C -0.22313 2.27731 3.39960
Cl -2.27658 3.66513 -1.14990
C -1.11727 2.26486 2.35761
O -5.20745 -0.77948 -1.28985
H -0.78812 3.25160 -2.92011
H 3.65411 -2.24618 1.42361
S -3.79507 -0.68610 -1.11350
C 0.35016 1.03254 1.01841
C -0.69342 3.81221 -1.99597
C -1.47017 -2.64195 -3.51940
H -0.46753 2.77598 4.32578
C 1.32787 0.98390 2.03205
H 0.06297 3.38826 -1.34436
C -2.18839 -0.20747 -2.98546
C 3.93155 0.31005 3.42952
C -3.15751 -3.42716 -1.39436
H -3.81314 -3.71620 -0.58452
Cr -1.80054 1.14781 -0.52282
C -1.60071 -3.97635 -3.16308
*
```



5.
This record from the OMol25 dataset describes a structure of composition C45H39N5O2PRh. The level of theory is ωB97M-V/def2-TZVPD.

Computed properties:
Energy above the lowest of the compared OMol25 structures with the same formula, charge and spin, eV: 0.202
Highest occupied orbital energy (alpha / beta), eV: 0.6501 / -1.6397
Molar mass, g/mol: 815.7

Geometry as ORCA input:
```
! RIJCOSX wB97M-V def2-TZVPD def2/J DEFGRID3
* xyz -2 5
C 0.34519 -0.39560 -3.59477
C -1.62373 1.72768 3.19956
C 3.98677 -0.76872 -2.09747
H 2.98374 3.44966 0.07674
N 1.07146 0.20026 -0.78050
H 2.27630 0.57034 4.12265
C 0.79281 -3.52013 0.71972
H -0.56344 3.03863 6.15392
C 4.07123 -1.34712 1.29211
C 2.08330 2.27236 -1.47782
C 1.39868 1.08948 -1.81731
H 1.03199 1.65719 -5.13622
H 1.15630 3.41398 2.24250
C -0.21453 -4.37851 1.04803
H 4.58295 -1.86841 0.49162
C 2.73866 -0.97866 1.14259
C -0.69291 -2.04555 3.30642
C -3.30187 1.18908 -1.34812
C 0.38880 3.01601 2.89405
O -2.44867 2.30633 -3.85721
H -5.91945 1.69535 -1.03646
C -0.61308 2.18847 2.31751
C -2.66472 -2.92738 4.32511
Rh -0.95099 0.19979 0.19759
C -1.25524 -2.86392 4.27433
C -0.58165 2.81470 5.09350
C 2.49797 2.47984 -0.05219
H -4.19806 3.48111 -5.29396
C 2.78469 0.01944 3.34041
H 2.32068 -3.67934 -1.67060
C -5.57020 2.09446 -1.97972
H 5.79179 -1.34482 2.57688
C 1.98223 3.00780 -3.77354
C -3.49249 -0.63703 1.54306
C 2.36197 3.21657 -2.45430
H 5.66036 -0.47768 -3.40153
H -0.73849 -0.26600 -3.54122
H 1.06228 0.00942 2.06179
H -1.01446 -1.42578 -1.36797
C 4.03667 -3.41434 -2.94394
C -6.43189 2.75647 -2.84086
H -2.39460 1.66083 5.18249
H 1.61208 2.41472 0.58121
H 3.18394 1.69511 0.28312
H 5.71650 -2.83753 -4.15028
N -2.94071 0.10222 0.59056
C 4.11451 -0.36046 3.48623
H 0.61571 -0.63502 -4.62563
C -2.74028 -1.37543 2.46822
C 0.56074 -2.38597 -0.11462
O -2.06811 1.05088 -1.73029
H 0.39019 -1.98972 3.23269
N -0.55899 1.92911 0.98684
C 2.09876 -0.29457 2.17883
C -1.54708 -4.14765 0.58071
C 1.04291 0.86061 -3.15448
N -1.36416 -1.30933 2.43339
H 4.05154 -4.44640 -3.27345
H 3.97314 0.26529 -1.77656
C -1.80073 -3.04682 -0.21264
C -4.60542 3.09488 -4.36720
H 2.87613 4.12981 -2.17183
C 1.33504 1.83285 -4.10935
C -3.73534 2.42917 -3.49875
H 4.65187 -0.11573 4.39535
H -4.47929 -2.22643 3.44201
P 1.75704 -1.17676 -0.38998
H -2.42210 1.12718 2.79437
C -4.22334 1.91224 -2.28153
C 4.97070 -2.51198 -3.43421
H -2.02098 1.81589 -3.07483
H -6.59978 3.77893 -4.72769
C -3.39493 -2.19449 3.43601
H -7.47525 2.88383 -2.57745
H -0.01257 -5.21289 1.71036
C -1.60472 2.04366 4.54444
C 4.94224 -1.18953 -3.01261
N -3.83004 0.74891 -0.24210
H 1.78658 -3.68105 1.13107
C 3.04147 -1.66715 -1.60505
C 0.41312 3.29806 4.24741
H -4.57763 -0.67258 1.58235
C 4.75509 -1.04773 2.46592
H -2.35300 -4.80190 0.88794
H -0.62711 -3.43589 4.94418
H -2.81256 -2.84753 -0.54933
C -5.94036 3.25681 -4.04234
H -3.16450 -3.55375 5.05743
H 2.18435 3.75682 -4.53050
C 3.07325 -2.99059 -2.03814
H 1.21355 3.91229 4.64894
C -0.79864 -2.14940 -0.58240
H 0.60086 -1.25122 -2.97322
*
```



6.
This record from the OMol25 dataset describes the molecule C5H11N3. The level of theory is ωB97M-V/def2-TZVPD.

Computed properties:
Structure (SMILES): CCNN[C@H](C)C#N
Energy above the lowest of the compared OMol25 structures with the same formula, charge and spin, eV: 1.765
Highest occupied orbital energy, eV: -8.8202
Molar mass, g/mol: 113.2

Geometry as ORCA input:
```
! RIJCOSX wB97M-V def2-TZVPD def2/J DEFGRID3
* xyz 0 1
H -0.50711 0.36005 -1.73174
H -2.72168 -0.06301 -0.87299
C 1.30360 1.07807 0.17251
H 1.77994 -0.77982 -0.59245
H -2.95624 -1.67359 -0.14554
N 1.22889 0.02506 -0.87034
H 2.85992 0.17807 1.36473
H 1.98020 1.85411 -0.22851
C -2.32606 -1.08892 -0.81408
C -0.89331 -1.06502 -0.30796
H -0.52114 -2.08690 -0.16054
H -0.87288 -0.54215 0.66921
H 1.22067 -0.19706 1.93153
H -2.36297 -1.50837 -1.80148
N -0.02569 -0.42576 -1.30290
C 1.85923 0.58455 1.51617
H 1.91910 1.40804 2.23468
C 0.02406 1.71953 0.38642
N -0.98853 2.22305 0.55320
*
```



7.
This record from the OMol25 dataset describes a structure of composition C43H41BrFeN7O2Se at a distorted geometry. The level of theory is ωB97M-V/def2-TZVPD.

Computed properties:
Energy above the lowest of the compared OMol25 structures with the same formula, charge and spin, eV: 4.573
Highest occupied orbital energy (alpha / beta), eV: -9.4004 / -9.3992
Molar mass, g/mol: 902.6

Geometry as ORCA input:
```
! RIJCOSX wB97M-V def2-TZVPD def2/J DEFGRID3
* xyz 1 5
H 5.34986 0.20827 4.77150
C -2.14504 0.74717 -2.85650
C -0.46384 0.73007 2.00310
C -0.20074 -2.78173 2.99150
H -4.71904 2.53047 0.59960
H -0.13014 -5.80853 1.47500
C 0.52636 2.82717 1.10900
H -2.74434 -4.48343 -1.69810
H -3.88354 3.03937 -2.29210
H -3.92254 -2.76063 0.65720
C 0.68526 -3.98933 0.69000
C 6.19406 -0.60953 0.94040
C 1.38376 0.43557 -3.14310
C 7.81646 -0.74503 0.74470
H -4.54064 -2.01553 -1.63520
C 2.66726 0.01957 -3.47530
C 1.02236 0.38597 -1.80800
C -5.41804 1.20307 -0.93850
H -0.87794 -2.90313 -1.82530
H 1.60176 0.32907 6.82330
C 4.27416 0.15397 4.77390
C 4.00546 -0.49513 0.00370
N 0.86366 -2.68913 0.88040
H 2.40136 2.34257 0.22260
H -0.52944 -2.28203 3.88740
H 0.04796 0.71377 -1.48140
Br 1.73346 7.29387 0.45360
C -0.41994 -4.13713 2.80170
H 6.30486 -0.34853 3.04390
H -2.33284 2.15667 0.17680
Se -2.35774 -0.37423 0.98180
H -0.65494 5.96877 1.58320
C 0.00716 5.17287 1.27710
H 4.54846 -0.61963 -2.70740
C -1.62484 -0.35653 -5.31900
H 1.07946 -4.42223 -0.21970
H -5.58864 -3.19603 0.30320
C -2.21994 -0.17983 -0.84430
C 3.57536 -0.06743 3.58550
C 0.02926 -4.75443 1.63920
H -1.79124 1.64157 -6.06150
N 0.26596 1.49587 1.29640
O 8.39056 -0.58843 1.79960
C -2.40784 2.30007 -0.90380
C -1.94014 -0.63873 -2.99160
C -0.34954 3.85447 1.47980
C 5.38126 -0.65863 -0.17150
C 4.25836 -0.28453 2.29700
H -2.22404 2.65777 -3.86070
C 1.23336 5.47687 0.70150
N 1.82926 -0.01463 -0.83870
N 3.47196 -0.34343 1.21980
H 4.09956 0.49707 6.87830
H 3.05556 4.71427 -0.14300
N -2.32304 0.99397 -1.51190
H -4.79044 0.40047 -0.55500
H -6.42674 1.02787 -0.57570
C -2.08924 1.59287 -3.95530
C -3.69134 3.06797 -1.21920
H -1.53994 2.88067 -1.24030
O 8.09056 -0.96553 -0.41390
H -5.43704 1.14847 -2.02540
H -5.08584 -3.63933 -2.03300
C 5.64826 -0.40683 2.19090
H -1.79074 -2.66573 -0.32240
C 1.74426 3.15387 0.50200
C -1.83604 1.01527 -5.18560
N 2.23426 -0.08843 3.55940
H -0.92544 -4.71223 3.56320
H -3.51174 4.10787 -0.93970
C 2.18866 0.23597 5.92540
C -4.92764 2.56897 -0.47160
H -1.47484 -2.25893 -4.33860
H -2.96534 -3.38463 -3.05550
C -4.35334 -3.07623 -1.45190
Fe 1.11526 -0.31193 1.42100
C -2.96424 -3.44953 -1.96700
C -1.83664 -2.57683 -1.40980
H -1.29394 3.61377 1.94120
H 0.69066 0.78547 -3.89180
C 1.57076 0.04167 4.70040
H -1.02564 1.01267 2.89130
C 2.10416 4.46787 0.30380
H -1.42034 -0.76383 -6.29610
C 0.46306 -2.09563 1.98160
C -1.66534 -1.20453 -4.22990
C 3.09876 -0.32743 -1.13810
H -4.32874 -4.42723 0.23080
C -4.55494 -3.38373 0.02600
H 5.82666 -0.80703 -1.14000
H -5.72324 3.29957 -0.62800
H 0.49506 -0.01913 4.62430
N -2.00534 -1.17993 -1.72710
C 3.57246 0.31527 5.95400
C 3.53716 -0.34293 -2.46510
H 2.99066 0.00817 -4.50470
*
```



8.
This record from the OMol25 dataset describes a cluster of 2 separate species, C5H12OS2 in total at a distorted geometry. The level of theory is ωB97M-V/def2-TZVPD.

Computed properties:
Energy above the lowest of the compared OMol25 structures with the same formula, charge and spin, eV: 5.675
Highest occupied orbital energy (alpha / beta), eV: -7.2722 / -8.8660
Molar mass, g/mol: 152.3

Geometry as ORCA input:
```
! RIJCOSX wB97M-V def2-TZVPD def2/J DEFGRID3
* xyz 0 1
H 2.38208 -0.54154 -0.60476
H -0.40774 -0.69418 2.85351
H -1.63057 1.72286 -2.54070
S 0.42323 1.32109 -1.65967
C 0.78511 0.67472 -0.15980
H -0.07264 -2.97149 -0.11501
H -0.86404 -0.92202 1.04116
H -1.32340 -2.09282 -1.01641
C -0.80033 -0.27457 1.99784
C 2.17642 0.21921 0.09150
C -1.39344 1.36865 -1.63002
H -1.76145 2.04053 -0.86490
H 2.87970 1.04592 -0.11047
H 0.43964 -1.99304 -1.51797
H -1.90350 -0.08670 2.09587
O 0.88641 1.76065 2.09886
S -0.18077 1.31043 1.19116
H -1.80616 0.28695 -1.59265
H 2.43943 -0.07508 1.13818
C -0.26797 -2.09957 -0.69569
*
```